# 1
Formula: C51H95Cl21O22
Source: the OMol25 dataset
Level of theory: ωB97M-V/def2-TZVPD

Last column: Löwdin charge in e.
Atoms and positions in Å:
1 Cl -7.383 1.310 -0.492  0.59
2 Cl 4.994 2.116 -5.661  0.59
3 Cl -0.890 -3.628 -1.936  0.55
4 Cl -1.875 -0.422 0.120  0.54
5 Cl -0.304 2.975 5.411  0.51
6 Cl -6.007 -5.105 4.318  0.57
7 Cl -2.107 0.817 3.697  0.49
8 Cl -1.225 -5.962 -0.312  0.54
9 Cl -6.733 -1.172 0.861  0.53
10 Cl -5.085 -3.121 6.304  0.48
11 Cl -0.564 0.829 -2.270  0.53
12 Cl 6.300 3.855 -3.834  0.59
13 Cl -4.289 1.542 5.732  0.54
14 Cl -5.349 1.320 1.639  0.55
15 Cl 1.918 1.790 6.757  0.56
16 Cl 0.887 -3.953 0.176  0.56
17 Cl 3.734 2.559 -3.050  0.55
18 Cl 2.428 4.038 5.156  0.52
19 Cl -0.391 2.006 0.578  0.52
20 Cl -4.880 -2.585 3.317  0.55
21 Cl -1.916 -0.069 6.415  0.52
22 O 6.545 0.869 -0.806  -0.04
23 O -3.133 4.618 3.852  -0.05
24 O -3.306 3.167 -3.421  -0.03
25 O 2.041 -0.924 1.380  0.03
26 O -3.479 4.752 -1.749  0.10
27 O 6.026 5.009 1.463  0.10
28 O 4.808 3.386 2.503  -0.04
29 O 3.509 -1.481 3.188  -0.02
30 O -1.813 -4.209 3.117  0.03
31 O 5.879 -0.980 -4.795  0.10
32 O -5.542 -5.985 -0.079  -0.04
33 O -0.004 -2.039 -5.556  0.06
34 O -6.302 -2.478 -3.354  0.06
35 O -4.663 6.275 4.230  0.07
36 O 0.386 5.627 0.641  -0.02
37 O 0.290 0.270 -5.597  -0.03
38 O 8.445 0.923 0.479  0.09
39 O 1.248 7.077 -0.905  0.07
40 O -6.450 -7.149 1.710  0.05
41 O 5.385 -3.050 -3.963  -0.01
42 O 0.124 -4.095 4.299  0.02
43 O -4.289 -3.448 -3.783  -0.03
44 C -3.705 3.658 -2.198  -0.49
45 C -4.838 -3.796 4.612  -1.45
46 C -1.794 -0.649 -6.294  0.02
47 C 3.855 -2.767 2.646  -0.23
48 C -4.677 2.730 -1.478  -0.04
49 C 2.135 0.419 3.399  0.02
50 C -5.066 -2.425 -3.305  -0.47
51 C -4.383 -1.177 -2.716  0.02
52 C 8.010 2.653 -1.124  0.00
53 C -2.286 3.846 -4.156  -0.23
54 C 2.517 -0.748 2.508  -0.44
55 C -3.775 4.141 2.703  -0.26
56 C -3.643 5.647 4.546  -0.50
57 C 3.024 3.269 0.788  -0.05
58 C -5.028 -5.752 -3.664  -0.05
59 C 0.300 5.716 2.995  -0.09
60 C 5.277 2.443 -3.963  -1.52
61 C 7.695 1.382 -0.382  -0.53
62 C 4.152 -3.253 -4.573  -0.21
63 C 0.688 6.414 1.736  -0.26
64 C -3.067 0.364 5.146  -1.47
65 C 6.077 4.896 3.862  0.02
66 C -0.796 -4.216 -0.296  -1.52
67 C -2.178 3.313 -5.592  -0.05
68 C -6.329 -7.025 0.484  -0.41
69 C 2.948 -2.798 -3.691  -0.04
70 C 5.919 -0.289 -0.250  -0.22
71 C 1.222 3.311 6.308  -1.43
72 C 5.615 4.473 2.472  -0.52
73 C 2.579 -0.454 -6.437  -0.05
74 C -2.794 6.101 5.705  0.02
75 C 0.288 4.997 -1.636  0.02
76 C 0.654 6.023 -0.591  -0.50
77 C 6.092 -1.900 -4.063  -0.54
78 C -0.495 -2.170 3.057  -0.01
79 C -3.629 5.163 1.546  -0.03
80 C -6.887 0.587 1.046  -1.45
81 C 4.404 2.723 1.274  -0.17
82 C -6.878 -8.023 -0.511  0.02
83 C -0.396 -0.878 -5.768  -0.49
84 C -0.797 -3.599 3.496  -0.50
85 C -4.891 -5.033 0.675  -0.29
86 C 1.669 0.176 -5.308  -0.22
87 C -4.916 -4.479 -4.510  -0.24
88 C 0.831 -6.370 3.539  -0.06
89 C 4.615 -0.533 -0.977  -0.05
90 C -0.460 0.465 -0.455  -1.34
91 C 0.135 -5.512 4.583  -0.21
92 C 4.207 -3.764 3.752  -0.06
93 C 7.210 -1.861 -3.075  0.02
94 C -4.309 -3.960 -0.206  -0.07
95 H 8.653 3.305 -0.533  0.10
96 H 2.621 2.977 -0.182  0.04
97 H -4.106 -5.478 1.286  0.12
98 H -4.000 -5.963 -3.369  0.07
99 H -1.433 -3.629 0.366  -0.01
100 H -4.450 -0.328 -3.397  0.09
101 H -5.431 -6.562 -4.272  0.08
102 H -5.909 -4.181 -4.846  0.11
103 H -1.835 5.608 5.866  0.05
104 H -3.530 -0.541 4.753  -0.05
105 H 1.762 6.600 1.764  0.13
106 H -3.702 -3.229 0.328  0.06
107 H 3.043 4.357 0.838  0.08
108 H -4.014 4.729 0.623  0.05
109 H -5.327 2.336 -2.259  0.07
110 H -4.096 1.906 -1.065  0.06
111 H 1.764 -0.362 -4.365  0.08
112 H 0.395 -0.196 -0.314  0.00
113 H 1.953 -2.952 -4.109  0.06
114 H 0.535 6.268 3.905  0.08
115 H 2.311 2.962 1.553  0.03
116 H 0.818 4.758 2.959  0.03
117 H -7.639 -8.641 -0.033  0.09
118 H 5.150 -3.467 4.210  0.08
119 H -1.452 -1.792 2.699  0.03
120 H -0.756 5.454 3.074  0.06
121 H 0.751 4.054 -1.345  0.05
122 H 4.382 -4.752 3.324  0.08
123 H 2.470 0.102 -7.368  0.08
124 H -1.942 2.255 -5.483  0.05
125 H 1.003 3.926 7.181  0.03
126 H 4.633 -2.669 1.888  0.12
127 H -5.312 3.098 -0.672  0.03
128 H 3.635 -0.320 -6.201  0.03
129 H -0.845 -5.969 4.720  0.12
130 H 1.047 0.363 3.394  0.06
131 H -2.128 -1.454 -6.948  0.09
132 H 5.868 1.624 -3.555  0.00
133 H -5.551 -5.572 -2.724  0.06
134 H 3.060 -3.246 2.074  0.08
135 H -1.408 3.839 -6.158  0.09
136 H 7.096 3.189 -1.378  0.04
137 H 3.437 -3.907 4.510  0.07
138 H 8.128 -2.118 -3.603  0.10
139 H -5.113 -3.359 -0.630  0.06
140 H -2.580 5.399 1.372  0.07
141 H 5.227 5.286 4.422  0.06
142 H -4.841 3.990 2.876  0.10
143 H -5.546 -4.656 1.461  0.07
144 H 2.140 1.119 -5.031  0.07
145 H 2.368 1.381 2.942  0.06
146 H 3.072 -3.246 -2.705  0.07
147 H -3.742 -4.279 -1.080  0.05
148 H -3.333 -1.438 -2.584  0.05
149 H 5.151 2.710 0.481  0.11
150 H -4.909 -0.945 -1.790  0.06
151 H 4.233 1.720 1.665  0.10
152 H 6.589 -1.143 -0.352  0.12
153 H 8.497 2.411 -2.069  0.09
154 H 2.967 -1.736 -3.443  0.05
155 H 6.882 5.622 3.744  0.09
156 H 0.230 7.401 1.676  0.13
157 H 7.091 -2.654 -2.337  0.09
158 H -3.363 5.799 6.585  0.09
159 H -3.105 3.384 -6.160  0.08
160 H 0.741 -7.423 3.806  0.09
161 H 0.174 -2.119 2.198  0.04
162 H -0.794 4.859 -1.621  0.07
163 H -2.470 -0.495 -5.452  0.08
164 H 7.344 -0.869 -2.645  0.08
165 H 0.667 -5.715 5.513  0.12
166 H 4.130 -2.840 -5.582  0.11
167 H -1.909 0.309 -6.800  0.07
168 H 5.727 -0.167 0.816  0.12
169 H -1.364 3.662 -3.605  0.09
170 H -3.887 -4.326 4.665  -0.01
171 H 2.381 -1.505 -6.648  0.06
172 H 6.455 4.000 4.354  0.09
173 H -2.404 4.922 -4.278  0.12
174 H -7.678 0.726 1.783  0.02
175 H -2.692 7.186 5.699  0.09
176 H 3.853 0.224 -0.788  0.07
177 H 4.192 -1.434 -0.533  0.07
178 H 1.869 -6.036 3.544  0.07
179 H 0.715 5.324 -2.584  0.10
180 H -6.107 -8.663 -0.939  0.09
181 H -0.061 -1.563 3.852  0.07
182 H 3.999 -4.324 -4.705  0.12
183 H 0.380 -6.247 2.554  0.05
184 H -4.400 -4.650 -5.455  0.12
185 H -4.215 6.062 1.738  0.08
186 H 4.828 -0.771 -2.019  0.06
187 H -3.414 3.142 2.462  0.05
188 H -7.250 -7.414 -1.335  0.08
189 H 2.560 0.248 4.388  0.07

# 2
Formula: C51H98O25S7
Source: the OMol25 dataset
Level of theory: ωB97M-V/def2-TZVPD

Last column: Löwdin charge in e.
Atoms and positions in Å:
1 S -3.233 1.158 4.270  0.69
2 S 6.003 -2.214 1.211  0.68
3 S 4.707 -6.124 -2.740  0.70
4 S 0.720 -0.395 0.496  0.72
5 S -6.484 -0.399 -2.993  0.71
6 S -4.572 -3.367 1.315  0.70
7 S -3.387 5.673 -3.681  0.74
8 O -3.321 1.641 2.935  -0.33
9 O -1.011 5.608 0.218  0.06
10 O -4.053 6.505 -2.661  -0.35
11 O -7.750 -1.030 -2.642  -0.35
12 O -1.823 -1.808 -4.534  0.04
13 O -4.964 -3.645 -0.059  -0.34
14 O 0.285 -5.585 0.174  0.09
15 O 1.470 -1.298 -0.368  -0.34
16 O 0.825 -4.084 1.731  0.11
17 O -0.935 -3.773 0.329  0.09
18 O 6.117 -6.087 -2.455  -0.33
19 O 4.320 1.992 -3.348  0.04
20 O -3.717 -2.238 1.636  -0.33
21 O 0.710 3.191 3.777  0.05
22 O 3.001 4.425 -0.323  0.00
23 O -3.510 2.090 5.355  -0.34
24 O 3.389 5.734 -2.086  0.09
25 O 0.693 -0.621 1.952  -0.34
26 O -6.349 0.437 -4.161  -0.34
27 O 1.459 -2.747 6.828  0.09
28 O -2.734 6.320 -4.836  -0.35
29 O 6.633 -3.029 2.190  -0.31
30 O 5.669 -2.777 -0.066  -0.32
31 O 1.172 4.994 -1.630  0.09
32 O 4.127 -7.310 -3.341  -0.35
33 C -4.073 -0.612 -1.874  -0.24
34 C -4.740 0.364 -0.932  -0.19
35 C 6.264 0.879 -2.407  -0.01
36 C 3.660 -5.488 -1.357  -0.21
37 C 4.820 0.986 -2.839  -0.47
38 C -2.169 -1.284 4.810  -0.20
39 C -0.994 -1.009 -4.951  -0.45
40 C -4.901 -5.490 3.038  -0.19
41 C 2.156 -2.445 5.917  -0.53
42 C 1.426 4.841 2.130  0.01
43 C 1.666 3.681 3.188  -0.43
44 C 5.975 0.495 1.517  -0.24
45 C 0.173 2.126 -0.432  -0.19
46 C -2.929 3.050 -3.013  -0.23
47 C 4.731 5.478 -1.624  -0.30
48 C 5.516 6.702 -1.314  -0.03
49 C -3.632 3.074 -4.395  -0.19
50 C -2.238 4.431 -2.915  -0.20
51 C 6.899 -0.578 0.963  -0.19
52 C -6.117 -3.400 2.356  -0.19
53 C -1.538 -4.520 -0.664  -0.30
54 C 1.618 -2.177 4.527  -0.02
55 C 4.504 -1.384 1.912  -0.19
56 C 3.522 -3.673 -2.919  -0.21
57 C -0.982 -0.472 -6.351  -0.01
58 C 3.629 -2.502 6.010  -0.03
59 C 0.066 -4.485 0.840  -0.56
60 C -1.148 1.464 -0.010  -0.19
61 C -4.351 -0.274 4.520  -0.25
62 C 4.385 4.555 -0.411  -0.11
63 C -0.976 -0.052 -0.111  -0.20
64 C -1.921 5.688 0.989  -0.48
65 C 0.051 -0.451 -3.941  -0.01
66 C 2.412 5.092 -1.376  -0.41
67 C 2.668 -4.519 -1.960  -0.21
68 C -6.294 -4.892 2.766  -0.21
69 C -1.459 -3.715 -2.028  0.02
70 C -0.828 -5.851 -0.627  -0.08
71 C 1.255 1.396 0.325  -0.19
72 C 4.263 -4.675 -3.872  -0.18
73 C 4.549 0.052 1.316  -0.21
74 C -4.518 4.346 -4.316  -0.19
75 C -3.619 -1.281 5.333  -0.23
76 C 3.106 3.195 3.385  -0.01
77 C -1.930 6.731 2.045  -0.03
78 C -3.054 4.627 1.029  0.01
79 C 3.961 -0.241 -2.686  -0.02
80 C -6.142 0.774 -1.547  -0.16
81 C -5.038 -1.470 -2.655  -0.20
82 C -1.722 0.182 4.683  -0.18
83 C -3.883 -4.969 1.965  -0.18
84 H 4.582 -1.377 2.999  0.09
85 H -1.894 -4.167 -2.920  0.09
86 H 1.420 1.788 1.328  0.08
87 H 6.613 -0.153 -2.449  0.09
88 H 6.298 1.442 -1.474  0.08
89 H 5.159 -4.296 -4.364  0.09
90 H -0.499 -6.318 -1.555  0.14
91 H -4.124 2.130 -4.629  0.10
92 H 6.160 1.482 1.094  0.10
93 H -0.086 0.622 -3.803  0.08
94 H 4.077 -1.514 6.115  0.09
95 H -3.599 -0.962 6.375  0.12
96 H 4.065 -3.052 5.176  0.09
97 H 0.451 5.236 2.417  0.05
98 H 4.359 -0.117 0.256  0.09
99 H -3.793 -5.646 1.115  0.09
100 H -0.972 -0.450 -1.126  0.07
101 H -1.045 0.403 3.857  0.09
102 H 3.796 3.995 3.115  0.07
103 H -4.532 -5.161 4.010  0.11
104 H 6.540 6.553 -0.973  0.10
105 H -5.331 -0.007 4.917  0.11
106 H -4.871 -6.577 3.116  0.11
107 H -4.153 -2.230 5.401  0.11
108 H 3.240 3.008 4.450  0.09
109 H -6.971 0.488 -0.900  0.08
110 H -4.937 -0.114 0.028  0.10
111 H -3.332 -1.183 -1.314  0.08
112 H 4.913 7.156 -0.527  0.09
113 H 4.273 -3.041 -2.444  0.09
114 H -4.574 -0.662 3.526  0.07
115 H -6.789 -5.355 1.912  0.11
116 H -2.790 3.044 -5.087  0.11
117 H -2.581 -4.625 -0.366  0.11
118 H 0.041 -0.984 -2.991  0.05
119 H -2.159 -1.594 3.765  0.10
120 H 0.576 -1.858 4.567  0.05
121 H -4.155 1.234 -0.634  0.09
122 H 3.838 -3.046 6.931  0.08
123 H 3.311 -6.350 -0.788  0.11
124 H 4.658 4.989 0.550  0.13
125 H 2.226 1.310 -0.161  0.08
126 H 2.132 -1.386 3.982  0.06
127 H 3.451 2.322 2.830  0.05
128 H -3.551 2.984 -2.120  0.09
129 H -1.095 0.606 -6.235  0.08
130 H 0.026 -0.576 -6.753  0.09
131 H 3.666 -2.051 1.709  0.10
132 H -5.851 -2.883 3.278  0.08
133 H 4.444 -0.762 -1.859  0.06
134 H -3.551 0.021 -2.592  0.10
135 H -7.031 -4.920 3.569  0.12
136 H -5.259 4.227 -3.526  0.09
137 H 5.295 4.890 -2.349  0.14
138 H -1.715 -0.951 -7.001  0.09
139 H 2.898 -2.965 -3.463  0.10
140 H 0.174 3.194 -0.217  0.09
141 H 7.126 -0.492 -0.100  0.07
142 H 3.856 0.741 1.799  0.08
143 H -0.461 -3.373 -2.301  0.07
144 H -2.913 -4.683 2.372  0.10
145 H 2.123 5.671 2.241  0.09
146 H 1.091 -0.565 -4.245  0.07
147 H -5.442 -2.232 -1.989  0.08
148 H 4.942 3.620 -0.480  0.12
149 H -7.049 -3.011 1.945  0.11
150 H 3.629 -5.050 -4.675  0.09
151 H 1.482 -3.122 4.000  0.09
152 H -1.614 -0.693 0.497  0.09
153 H 2.442 -3.897 -1.093  0.10
154 H -1.419 -6.592 -0.087  0.13
155 H -2.877 7.253 2.188  0.08
156 H 7.857 -0.649 1.477  0.10
157 H -1.344 7.624 1.826  0.09
158 H 2.912 -0.041 -2.469  0.07
159 H 0.216 2.011 -1.515  0.11
160 H -4.728 -1.877 -3.617  0.11
161 H -1.574 6.341 2.998  0.09
162 H -1.931 4.842 -1.953  0.07
163 H -1.932 1.751 -0.711  0.08
164 H -1.906 -2.724 -1.955  0.05
165 H -2.992 4.023 0.124  0.06
166 H -1.459 0.562 5.670  0.11
167 H -4.032 5.106 1.089  0.08
168 H 6.208 0.600 2.576  0.12
169 H -6.255 1.795 -1.911  0.09
170 H -2.228 2.228 -2.870  0.09
171 H 5.581 7.417 -2.134  0.09
172 H 4.388 -5.031 -0.687  0.09
173 H -3.142 4.023 1.933  0.07
174 H -1.311 4.477 -3.487  0.10
175 H 4.053 -0.799 -3.618  0.10
176 H 1.339 4.377 1.147  0.05
177 H -5.100 4.667 -5.180  0.10
178 H 6.875 1.469 -3.090  0.09
179 H -1.541 -1.970 5.378  0.11
180 H 1.719 -4.900 -2.336  0.11
181 H -1.564 1.781 0.946  0.11

| no. | E_HOMO (eV) | HOMO-LUMO gap (eV) |
| --- | --- | --- |
| 1 | -10.03 | 10.1 |
| 2 | -9.44 | 9.4 |